No. 1
138
Properties=species:S:1:pos:R:3 method="wB97M-V/def2-TZVPD" e_above_lowest_kcal_mol=54.81 e_homo_ev=-9.03 largest_force_ev_per_a=2.79 orbital_gap_ha=0.3424 smiles=COC[C@H](C)N.COC[C@H](C)N.COC[C@H](C)N.COC[C@H](C)N.COC[C@H](C)N.COC[C@H](C)N.CC(C)O.CC(C)O.CC(C)O
C -0.8254 10.4675 19.4035
C 0.5563 10.3492 18.7590
C 0.6469 9.0717 17.9633
O 0.6939 11.3544 17.8316
H -1.6932 10.5669 18.7515
H -0.8539 11.2981 20.1088
H -0.8773 9.6243 20.0922
H 1.3189 10.4692 19.5285
H 0.5715 8.1853 18.5932
H 1.5174 8.9497 17.3187
H -0.1365 9.0226 17.2070
H 0.1918 11.0990 17.0542
C 1.2576 12.2689 22.6304
C 2.3413 13.3044 22.6114
C 3.6498 12.7451 22.1200
O 1.9417 14.3905 21.8094
H 0.6229 12.6165 23.4455
H 1.6869 11.2975 22.8758
H 0.6271 12.1965 21.7441
H 2.5567 13.6068 23.6362
H 3.4319 12.2451 21.1763
H 4.1730 12.0485 22.7751
H 4.3551 13.5593 21.9537
H 1.7964 13.9633 20.9621
C -3.9740 10.0896 22.3587
C -2.7372 10.2221 23.2142
C -2.3173 11.6723 23.3130
O -3.0085 9.7618 24.4856
H -4.4744 9.1577 22.6219
H -3.7501 10.1699 21.2949
H -4.6820 10.8952 22.5527
H -1.9533 9.5283 22.9106
H -1.4278 11.7618 23.9367
H -3.1158 12.3221 23.6712
H -1.9236 12.0188 22.3575
H -2.4108 10.1919 25.1015
C -4.4403 14.0608 21.7343
C -4.4387 14.5621 20.2333
C -3.3208 13.8349 19.4902
O -3.1310 14.4270 18.2328
C -2.1019 13.7006 17.5662
N -5.7392 14.2789 19.5905
H -3.4674 14.1701 22.2133
H -4.6503 12.9927 21.7922
H -5.1938 14.5825 22.3244
H -4.2044 15.6264 20.2161
H -3.5412 12.7679 19.4574
H -2.4323 13.9298 20.1145
H -1.2052 13.6045 18.1784
H -1.7230 14.2437 16.7005
H -2.5001 12.7846 17.1298
H -5.9358 13.2886 19.5655
H -5.5643 14.4536 18.6112
C -7.7243 13.2154 23.4819
C -7.4075 12.9712 24.8921
C -5.8775 13.0451 25.0439
O -5.6231 12.6234 26.3915
C -4.2365 12.3549 26.7040
N -8.0283 13.8657 25.8223
H -8.7747 13.0497 23.2428
H -7.1702 12.4354 22.9597
H -7.4764 14.1599 22.9975
H -7.7066 11.9255 24.9629
H -5.5792 14.0881 24.9383
H -5.2794 12.4786 24.3301
H -4.1155 12.5543 27.7687
H -3.5870 13.0298 26.1466
H -4.0608 11.3036 26.4759
H -7.7107 14.6801 25.3164
H -7.3311 13.9993 26.5408
C -0.8303 2.6820 22.1739
C -0.4413 3.9509 21.2872
C -0.6434 5.3760 21.9655
O -0.0282 5.4682 23.2218
C -0.0693 6.7291 23.8307
N 0.9555 3.7307 20.8158
H -0.2346 2.6672 23.0866
H -0.7182 1.7922 21.5544
H -1.8536 2.9387 22.4482
H -1.0916 3.8956 20.4142
H -1.7103 5.5875 22.0377
H -0.2191 6.1218 21.2933
H 0.4487 6.6996 24.7893
H -1.0576 7.1279 24.0598
H 0.4118 7.4287 23.1472
H 1.5086 3.6714 21.6589
H 0.9213 2.8045 20.4143
C -6.6015 7.1834 27.0632
C -5.6858 7.8947 26.0378
C -6.1961 9.2808 25.7018
O -7.4663 9.1384 25.0726
C -7.4861 8.9081 23.6711
N -4.3889 8.0262 26.7196
H -6.9296 7.8014 27.8989
H -6.1651 6.2955 27.5208
H -7.5037 6.8638 26.5416
H -5.5887 7.3165 25.1189
H -5.5564 9.8300 25.0110
H -6.3436 9.9401 26.5572
H -7.0300 7.9525 23.4126
H -6.9935 9.6431 23.0346
H -8.5418 8.7759 23.4340
H -3.7077 8.5297 26.1695
H -4.0796 7.0722 26.6003
C -0.8818 8.5050 26.9630
C -0.2815 9.9069 26.7711
C 0.6880 10.1230 25.5692
O 1.9576 9.4884 25.7813
C 2.8272 9.4364 24.6070
N -1.4130 10.8094 26.7132
H -0.1243 7.7250 26.8870
H -1.5468 8.2320 26.1436
H -1.5516 8.4946 27.8229
H 0.3009 10.1398 27.6626
H 0.9900 11.1696 25.5303
H 0.2647 9.7592 24.6330
H 3.1333 10.4260 24.2677
H 2.3704 8.9147 23.7660
H 3.7719 8.9755 24.8954
H -1.8961 10.6699 27.5891
H -1.0687 11.7573 26.6567
C -5.3585 8.6219 18.6564
C -6.4449 9.5099 17.9902
C -6.0713 11.0380 18.2655
O -6.3374 11.4888 19.6397
C -7.7087 11.5077 19.8967
N -6.5502 9.2013 16.5699
H -5.4338 7.5891 18.3162
H -5.5482 8.6286 19.7297
H -4.3544 9.0151 18.4970
H -7.4077 9.1971 18.3943
H -6.6062 11.7125 17.5968
H -5.0073 11.1656 18.0663
H -8.0351 10.4726 19.9973
H -8.3341 12.0317 19.1740
H -7.9319 11.9461 20.8694
H -5.6855 9.5724 16.2031
H -7.1978 9.8608 16.1628

No. 2
154
Properties=species:S:1:pos:R:3 method="wB97M-V/def2-TZVPD" e_above_lowest_kcal_mol=146.92 e_homo_ev=-8.54 largest_force_ev_per_a=6.82 orbital_gap_ha=0.3196 smiles="COCCNCCOC.COCCNCCOC.COCCNCCOC.COCCNCCOC.NC(N)=O.NC(N)=O.NC(N)=O.NC(N)=O.NC(N)=O.CCO.CCO"
C 8.2597 -2.5785 -0.1041
O 8.5143 -3.0061 -1.2074
N 7.1111 -2.1058 0.2158
N 9.1024 -2.4924 0.8877
H 6.9424 -1.8932 1.1886
H 6.3985 -1.9728 -0.4875
H 8.7981 -2.0873 1.7614
H 9.9873 -2.9361 0.6872
C -3.6566 4.3577 -6.1728
O -3.9954 3.3988 -5.5140
N -3.1260 5.4587 -5.7490
N -3.6349 4.2594 -7.4282
H -3.1702 5.7758 -4.7911
H -2.9065 6.1285 -6.4723
H -3.7522 5.1284 -7.9294
H -3.8002 3.3257 -7.7761
C -3.3342 2.1071 5.3170
O -3.2945 1.4943 6.3567
N -2.9659 3.3620 5.1535
N -3.8867 1.6761 4.1740
H -2.4837 3.9164 5.8465
H -3.2701 3.7941 4.2928
H -3.7623 2.2591 3.3586
H -4.4118 0.8200 4.2808
C -4.1301 8.5179 0.9841
O -3.2835 8.5038 0.1048
N -4.6497 7.4274 1.4546
N -4.6318 9.5807 1.5420
H -5.3798 7.4300 2.1524
H -4.4642 6.6004 0.9052
H -5.2319 9.4102 2.3363
H -4.2930 10.5251 1.4264
C -4.6596 -2.4448 -7.6251
O -4.7043 -1.5573 -8.4738
N -5.2941 -3.5841 -7.8049
N -4.1027 -2.3435 -6.4794
H -5.7904 -3.6597 -8.6813
H -5.2301 -4.3324 -7.1296
H -3.6499 -1.4587 -6.3000
H -4.4079 -3.0146 -5.7892
C 6.2295 -0.2526 -5.5103
C 4.7688 -0.0979 -5.0804
O 4.4558 1.1634 -4.5900
H 6.9869 -0.1659 -4.7312
H 6.5492 0.2905 -6.3997
H 6.3745 -1.2923 -5.8037
H 4.6328 -0.8500 -4.3032
H 4.0605 -0.4376 -5.8360
H 4.5116 1.6782 -5.3984
C -0.8787 0.6599 -0.9581
C -1.2664 2.1099 -0.6023
O -2.6948 2.2128 -0.6858
H -1.3192 -0.1328 -0.3534
H 0.1994 0.5752 -0.8213
H -1.0283 0.5036 -2.0265
H -0.9042 2.9384 -1.2110
H -0.9794 2.3077 0.4305
H -2.8594 2.0162 -1.6109
C 11.3908 2.7869 5.3897
O 10.7452 2.2272 6.5071
C 11.0848 0.8937 6.7330
C 10.3400 -0.1515 5.7339
N 9.0778 0.3741 5.3799
C 8.0433 -0.1322 6.3193
C 6.7125 0.5457 5.8012
O 6.0557 -0.1536 4.8183
C 4.8729 0.5457 4.4390
H 11.8461 3.7491 5.6244
H 10.6328 2.9104 4.6163
H 12.1458 2.1333 4.9529
H 10.6424 0.7009 7.7103
H 12.1645 0.7516 6.7796
H 10.2740 -1.1723 6.1103
H 10.9736 -0.2353 4.8510
H 9.1981 1.3657 5.5289
H 8.2710 0.2838 7.3007
H 7.8300 -1.2008 6.3410
H 6.7253 1.6064 5.5506
H 6.1520 0.5420 6.7360
H 4.9630 1.4137 3.7859
H 4.4021 0.9664 5.3275
H 4.2257 -0.1611 3.9196
C -15.4182 -0.6934 -7.4608
O -14.3099 -0.6729 -6.6646
C -13.1289 -1.3420 -7.1138
C -11.9205 -0.8774 -6.2756
N -11.4830 0.5040 -6.5566
C -10.2636 0.8050 -5.7478
C -10.4606 1.0273 -4.2242
O -11.1580 2.2381 -3.8821
C -10.3128 3.3458 -3.7687
H -16.2270 -0.1213 -7.0062
H -15.9471 -1.6438 -7.5324
H -15.2657 -0.2070 -8.4243
H -13.0064 -1.3237 -8.1968
H -13.2947 -2.4049 -6.9385
H -11.1139 -1.5113 -6.6438
H -12.0745 -1.1352 -5.2278
H -12.2206 1.1130 -6.2323
H -9.8229 1.6955 -6.1960
H -9.5632 -0.0301 -5.7357
H -9.4708 1.0099 -3.7682
H -11.0083 0.1699 -3.8331
H -9.4873 3.1626 -3.0809
H -10.9480 4.1059 -3.3139
H -9.9447 3.7381 -4.7167
C 5.9231 7.5454 0.1544
O 6.6888 6.4831 0.6478
C 6.7003 5.3610 -0.2723
C 7.9156 4.4691 -0.0536
N 9.1786 4.9909 -0.5910
C 10.2022 3.9560 -0.6542
C 11.6026 4.4438 -1.0889
O 12.3278 4.8353 0.1036
C 13.6571 5.2541 -0.1292
H 6.0981 8.4578 0.7245
H 4.8404 7.4814 0.2625
H 6.1722 7.8789 -0.8530
H 6.6946 5.7543 -1.2888
H 5.7328 4.8698 -0.1680
H 7.6426 3.4848 -0.4341
H 8.0419 4.3459 1.0220
H 9.4630 5.7437 0.0194
H 9.7942 3.2979 -1.4214
H 10.1952 3.3009 0.2169
H 11.5498 5.2464 -1.8245
H 12.0938 3.5657 -1.5082
H 13.6446 6.0355 -0.8890
H 14.2249 4.4085 -0.5172
H 14.0278 5.6304 0.8243
C -2.1936 -7.0092 4.4939
O -3.2555 -7.9645 5.0133
C -2.8247 -9.2666 5.3029
C -3.9629 -10.0660 6.0740
N -4.8819 -10.7477 5.2420
C -5.9997 -11.3776 5.9572
C -7.0216 -11.9251 5.0040
O -6.5975 -13.2790 4.7291
C -7.5928 -14.1552 4.3057
H -1.3873 -6.9092 5.2206
H -2.6826 -6.0503 4.3221
H -1.8314 -7.2068 3.4850
H -1.9909 -9.0764 5.9787
H -2.6052 -9.8385 4.4013
H -4.3842 -9.1901 6.5674
H -3.5968 -10.6820 6.8955
H -4.4440 -11.4834 4.7062
H -6.4608 -10.6973 6.6732
H -5.4927 -12.1161 6.5782
H -7.0885 -11.3645 4.0716
H -8.0340 -11.8834 5.4058
H -8.3016 -13.7000 3.6140
H -8.0775 -14.4293 5.2428
H -7.2215 -14.9809 3.6987

No. 3
147
Properties=species:S:1:pos:R:3 method="wB97M-V/def2-TZVPD" e_above_lowest_kcal_mol=0.00 e_homo_ev=-8.95 largest_force_ev_per_a=2.93 orbital_gap_ha=0.3494 smiles=COC[C@H](C)N.COC[C@H](C)N.COC[C@H](C)N.COC[C@H](C)N.COC[C@H](C)N.COC[C@H](C)N.CCO.CCO.CCO.CO.CO.CO
C 13.5393 18.9280 6.2561
C 14.1083 19.8760 7.3442
O 15.0534 19.2407 8.1908
H 14.3480 18.8325 5.5024
H 12.7078 19.4095 5.7260
H 13.2922 17.8916 6.5880
H 13.1679 20.1135 7.9163
H 14.5506 20.7967 6.8255
H 15.5849 20.0072 8.6220
C 15.9486 20.3522 11.5048
C 15.9068 21.7822 10.9855
O 15.3021 21.7396 9.7187
H 16.4767 19.7504 10.7668
H 14.9285 19.9733 11.4048
H 16.4137 20.2369 12.4926
H 16.9071 22.1730 10.7746
H 15.3521 22.4482 11.6078
H 14.3609 21.5729 9.7842
C 13.1681 20.9138 14.4353
C 12.8783 20.8969 15.9567
O 13.2624 19.7426 16.6241
H 12.3946 20.3277 13.9945
H 14.1365 20.5868 14.0849
H 13.0808 21.9744 13.9547
H 11.7867 21.0322 16.0216
H 13.3979 21.7289 16.4228
H 12.6488 19.0283 16.4386
C 12.6582 11.7999 9.0272
O 12.1446 12.5245 10.1367
H 12.6515 10.7816 9.3347
H 12.1107 12.0288 8.1283
H 13.7220 12.1405 8.9352
H 12.2558 13.4499 9.8805
C 11.8333 15.1307 7.8533
O 12.3749 15.0335 9.1681
H 11.0615 14.3002 7.8156
H 11.3067 16.0543 7.7074
H 12.5741 14.8801 7.0954
H 12.8428 15.8675 9.4171
C 10.0108 10.6355 12.6417
O 11.1894 11.3800 12.4451
H 9.1031 11.2654 12.5357
H 9.9026 9.7871 11.9664
H 10.0679 10.1708 13.6238
H 11.2661 11.7900 11.5742
C 21.5364 14.3939 12.2356
C 20.3902 13.5929 11.5747
C 20.4227 13.3757 10.0598
O 21.7520 12.8713 9.7467
C 21.8237 12.4887 8.4174
N 20.2776 12.2826 12.1938
H 21.2579 14.5525 13.2385
H 21.6462 15.4239 11.7726
H 22.5454 13.9580 12.2050
H 19.4188 14.0677 11.6740
H 20.3017 14.3307 9.5319
H 19.7305 12.6471 9.6950
H 21.7459 13.3686 7.7351
H 20.9636 11.9029 8.0986
H 22.7628 11.8652 8.1653
H 20.9730 11.6688 11.9073
H 20.3046 12.2518 13.2246
C 17.5594 10.3983 9.2263
C 17.8096 10.4683 10.7240
C 16.6052 9.9997 11.5596
O 15.4733 10.8726 11.4337
C 14.3617 10.2015 12.0436
N 18.9167 9.5923 11.0362
H 17.4054 9.3567 8.8558
H 18.4899 10.6377 8.7201
H 16.7045 11.0254 8.9234
H 18.1256 11.4656 10.9614
H 16.9394 9.8620 12.5603
H 16.2647 9.0235 11.2290
H 13.5291 10.8990 12.2605
H 14.6353 9.8912 13.1329
H 14.0466 9.3467 11.4635
H 19.1978 9.5797 11.9621
H 18.7372 8.6367 10.7121
C 19.8669 18.0541 11.6897
C 19.0165 16.8190 11.7893
C 18.0905 16.7543 13.0359
O 17.1236 17.8119 13.0734
C 16.5904 17.9281 14.3700
N 18.2411 16.6264 10.5609
H 20.4790 18.1404 10.7319
H 20.5273 18.0976 12.5484
H 19.3108 18.9845 11.6861
H 19.6627 15.9656 11.8687
H 18.6479 16.8329 13.9680
H 17.5852 15.7756 12.9550
H 16.2691 16.8877 14.7471
H 15.7091 18.5614 14.3090
H 17.3419 18.3595 15.0407
H 17.4686 17.3207 10.5371
H 17.7373 15.7531 10.6682
C 11.3486 16.4134 18.0506
C 12.2304 16.2734 16.7959
C 12.2008 14.8715 16.1331
O 13.1752 14.7878 15.0741
C 13.0648 13.5554 14.3823
N 11.8831 17.3455 15.8162
H 11.5832 15.7353 18.8353
H 10.3386 16.1868 17.8038
H 11.3725 17.4313 18.4550
H 13.2996 16.3932 16.9466
H 11.1933 14.6802 15.7132
H 12.4474 14.0664 16.8403
H 13.8727 12.9632 14.5786
H 12.9827 13.8749 13.3546
H 12.2052 12.9743 14.6044
H 10.8652 17.4922 15.7380
H 12.2550 17.2051 14.9106
C 13.2146 18.0232 12.1686
C 14.2412 17.2733 11.3180
C 14.4044 15.8542 11.8541
O 15.2200 15.1128 10.9771
C 15.2441 13.7213 11.3750
N 13.8328 17.2480 9.9009
H 13.5552 18.2538 13.1590
H 12.2785 17.4083 12.3200
H 12.8280 18.9507 11.7394
H 15.2510 17.6389 11.4596
H 13.4054 15.4376 11.9716
H 14.7988 15.8483 12.8699
H 15.3970 13.7248 12.4126
H 16.0863 13.1541 10.9661
H 14.2655 13.2136 11.2878
H 14.5967 16.9836 9.3623
H 13.5593 18.1472 9.5842
C 9.3646 15.3777 11.9952
C 9.5993 15.1962 13.4969
C 8.4950 15.9170 14.2624
O 8.1872 17.1798 13.6709
C 7.1058 17.8505 14.3292
N 9.5881 13.8273 13.9462
H 9.2626 16.4449 11.6556
H 8.4489 14.8340 11.6373
H 10.2322 15.0000 11.4550
H 10.6055 15.5696 13.7161
H 8.7390 15.9883 15.3138
H 7.6083 15.2250 14.1585
H 7.4158 18.0155 15.3918
H 6.1493 17.3239 14.2982
H 6.9658 18.7394 13.7845
H 10.2863 13.1840 13.5325
H 8.6360 13.3963 13.8811